[1]
51
Properties=species:S:1:pos:R:3:lowdin_charge:R:1 method="wB97M-V/def2-TZVPD" total_charge=-1 e_homo_ev="-1.350 / -1.908" homo_lumo_gap_ev="3.787 / 4.345" spin_multiplicity=3
C 0.424 -1.568 2.138 -0.253
C -0.932 -1.915 1.608 -0.111
C -0.816 -2.220 0.264 -0.191
H -1.829 -1.743 2.213 0.110
C 0.594 -2.203 -0.090 -0.194
C 1.339 -1.849 1.017 -0.141
H 2.428 -1.765 1.110 0.099
H 0.745 -1.477 3.188 0.100
H -1.637 -2.446 -0.405 0.073
H 0.974 -2.423 -1.094 0.083
C -0.975 2.132 0.781 -0.190
C -0.680 1.705 2.105 -0.157
C 0.792 1.445 2.166 -0.255
H -1.388 1.500 2.905 0.111
C 1.303 1.863 0.858 -0.163
C 0.231 2.268 0.045 -0.198
H 0.290 2.606 -0.990 0.086
H -1.982 2.357 0.439 0.074
H 1.446 1.236 3.012 0.126
H 2.371 1.886 0.610 0.084
Pd -0.007 -0.007 0.430 0.644
O -0.303 -0.142 -3.446 -0.068
C -1.430 -0.903 -3.923 -0.087
C -0.109 -0.908 -4.669 -0.242
H -1.687 -1.800 -3.325 0.110
H -2.262 -0.328 -4.379 0.119
H 0.513 -1.822 -4.542 0.150
H 0.806 -1.925 -6.974 0.111
C 0.547 -0.869 -7.076 -0.045
C 0.056 -0.194 -5.939 -0.184
C -0.275 1.173 -6.043 -0.020
H -0.625 1.710 -5.160 0.120
C -0.118 1.833 -7.262 -0.087
H -0.367 2.891 -7.333 0.100
C 0.358 1.150 -8.383 -0.102
H 0.478 1.669 -9.335 0.096
C 0.690 -0.206 -8.282 -0.101
H 1.068 -0.746 -9.144 0.097
C 0.021 0.073 2.461 -0.354
C -0.051 -0.079 3.919 0.012
C -0.033 -0.059 5.283 -0.267
C -1.164 0.442 6.065 -0.047
C -0.982 0.648 7.410 -0.180
C 0.065 0.157 8.095 -0.168
C 1.046 -0.621 7.423 -0.114
C 1.066 -0.588 6.037 -0.060
H -2.058 0.627 5.562 0.073
H -1.770 1.255 7.995 0.118
H 0.166 0.347 9.215 0.105
H 1.737 -1.194 7.977 0.070
H 1.926 -0.975 5.461 0.106

=====

[2]
53
Properties=species:S:1:pos:R:3:lowdin_charge:R:1 method="wB97M-V/def2-TZVPD" total_charge=0 e_homo_ev="-8.119 / -8.202" homo_lumo_gap_ev="7.496 / 5.721" spin_multiplicity=6
Fe 0.024 -0.170 -0.758 0.766
Cl 0.522 2.201 -2.221 0.734
C -0.806 2.508 -1.108 -0.672
C -1.093 1.458 -0.256 -0.298
C -2.161 1.644 0.604 -0.691
Cl -2.607 0.347 1.678 0.678
C -2.898 2.826 0.628 -0.704
Cl -4.212 3.021 1.714 0.702
C -2.559 3.861 -0.250 -0.694
Cl -3.454 5.323 -0.240 0.710
C -1.497 3.708 -1.144 -0.710
Cl -1.066 4.954 -2.238 0.709
C 2.156 -0.269 -4.262 -0.067
C 2.319 -1.113 -3.173 -0.050
C 1.201 -1.652 -2.544 -0.154
C -0.107 -1.334 -2.975 -0.399
C -0.239 -0.479 -4.080 -0.124
C 0.877 0.025 -4.725 -0.093
Si -1.593 -1.933 -1.991 0.817
C -1.761 -3.733 -1.706 -0.353
C -0.722 -4.655 -1.862 -0.093
C -0.927 -6.003 -1.610 -0.057
C -2.180 -6.437 -1.195 -0.053
C -3.225 -5.536 -1.036 -0.082
C -3.018 -4.190 -1.284 -0.128
H 3.020 0.145 -4.764 0.114
H 3.308 -1.389 -2.830 0.120
H 1.347 -2.394 -1.762 0.086
H -1.226 -0.219 -4.441 0.107
H 0.752 0.668 -5.586 0.115
H -2.814 -1.312 -2.547 -0.015
H 0.272 -4.350 -2.168 0.096
H -0.091 -6.681 -1.703 0.099
H -2.335 -7.487 -0.983 0.111
H -4.199 -5.879 -0.712 0.104
H -3.841 -3.495 -1.154 0.093
N 0.632 -0.910 1.111 0.019
C 1.185 -2.252 0.972 -0.334
C 2.493 -2.390 0.532 -0.063
C 2.971 -3.650 0.215 -0.045
C 2.143 -4.758 0.320 -0.240
C 0.869 -4.619 0.853 -0.045
C 0.383 -3.360 1.185 -0.029
S 2.662 -6.324 -0.409 0.404
O 4.060 -6.433 -0.060 -0.336
O 1.762 -7.298 0.175 -0.348
O 2.410 -6.041 -1.822 -0.356
H 1.236 -0.309 1.669 0.123
H -0.258 -0.955 1.608 0.051
H 3.127 -1.516 0.418 0.116
H 3.980 -3.785 -0.152 0.123
H 0.257 -5.503 0.968 0.115
H -0.630 -3.240 1.552 0.120

=====

[3]
11
Properties=species:S:1:pos:R:3:lowdin_charge:R:1 method="wB97M-V/def2-TZVPD" total_charge=0 e_homo_ev=-8.488 homo_lumo_gap_ev=7.268 spin_multiplicity=1
C 0.253 -0.626 0.097 -0.467
C -0.569 0.566 -0.144 -0.356
C 0.586 -0.876 1.590 -0.110
O 0.652 -1.401 -0.708 0.097
O 0.343 0.025 2.378 0.050
S 0.097 1.333 -1.693 0.470
S 1.995 1.980 -1.497 -0.008
H -1.550 0.396 -0.496 0.076
H -0.554 1.140 0.828 0.118
H 1.041 -1.801 2.078 0.154
H 0.315 0.011 -2.087 -0.024